{
  "formula": "CH3BrOS",
  "method": "wB97M-V/def2-TZVPD",
  "symbols": ["Br", "S", "O", "C", "H", "H", "H"],
  "coordinates": [[3.218, 0.476, 0.259], [1.687, -1.237, 0.055], [1.737, -1.743, -1.289], [0.072, -0.311, 0.140], [-0.446, -0.730, -0.759], [-0.424, -0.636, 1.036], [-0.007, 0.725, 0.186]],
  "nbo_charge": [-0.2415, 1.2351, -0.8935, -0.8261, 0.2500, 0.2305, 0.2455],
  "spin_multiplicity": 1,
  "homo_energy_ev": -9.88,
  "total_energy_ha": -3087.3083,
  "gap_ev": 9.401
}

{
  "formula": "C20H20N4O5S",
  "method": "wB97M-V/def2-TZVPD",
  "symbols": ["S", "O", "O", "O", "O", "O", "N", "N", "N", "N", "C", "C", "C", "C", "C", "C", "C", "C", "C", "C", "C", "C", "C", "C", "C", "C", "C", "C", "C", "C", "H", "H", "H", "H", "H", "H", "H", "H", "H", "H", "H", "H", "H", "H", "H", "H", "H", "H", "H", "H"],
  "coordinates": [[-6.949, 1.393, 0.188], [-0.787, 1.539, 1.297], [4.892, 0.686, -2.423], [4.398, 2.744, -2.027], [-3.282, -1.875, -0.667], [-0.168, 3.129, -0.175], [-2.806, 0.098, 0.330], [4.344, 1.559, -1.768], [-4.355, 1.761, 0.837], [5.059, -0.538, 0.219], [-5.049, -0.303, -0.267], [-5.286, 0.954, 0.285], [3.529, 1.141, -0.672], [-3.147, 1.308, 0.837], [-7.327, -0.118, -0.600], [-6.233, -0.912, -0.773], [2.329, 1.822, -0.528], [1.345, 1.370, 0.337], [0.085, 2.121, 0.431], [6.804, -2.022, 0.753], [6.293, 0.065, -0.244], [-8.725, -0.423, -1.006], [5.326, -1.736, 0.999], [7.378, -0.621, 0.579], [-3.699, -0.812, -0.255], [-6.278, -2.256, -1.420], [-2.056, 2.152, 1.438], [2.777, -0.471, 0.946], [3.837, 0.013, 0.138], [1.579, 0.180, 1.043], [-2.249, 2.288, 2.507], [-9.075, -1.330, -0.512], [4.683, -2.558, 0.674], [2.922, -1.373, 1.516], [-5.283, -2.690, -1.432], [8.340, -0.613, 0.074], [-6.643, -2.173, -2.443], [6.437, -0.130, -1.314], [6.270, 1.149, -0.095], [0.808, -0.213, 1.687], [-1.834, -0.191, 0.373], [-8.780, -0.589, -2.082], [6.929, -2.592, -0.167], [-6.952, -2.917, -0.877], [7.257, -2.573, 1.573], [7.487, -0.133, 1.549], [2.147, 2.699, -1.133], [-9.386, 0.398, -0.743], [5.147, -1.542, 2.064], [-2.049, 3.134, 0.951]],
  "nbo_charge": [0.4420, -0.5299, -0.3943, -0.3787, -0.6160, -0.5827, -0.5881, 0.5104, -0.4929, -0.3726, -0.2399, 0.0412, -0.0004, 0.4364, -0.1729, -0.0192, -0.1019, -0.2511, 0.7932, -0.4062, -0.2183, -0.6434, -0.2141, -0.4064, 0.6601, -0.6494, -0.1308, -0.2932, 0.2474, -0.1067, 0.2197, 0.2249, 0.2088, 0.2254, 0.2591, 0.2249, 0.2168, 0.2262, 0.2064, 0.2300, 0.4310, 0.2255, 0.2098, 0.2159, 0.2225, 0.2032, 0.2629, 0.2235, 0.1906, 0.2517],
  "spin_multiplicity": 1,
  "homo_energy_ev": -8.03,
  "total_energy_ha": -1767.5161,
  "gap_ev": 7.756,
  "smiles": "Cc1sc2nc(COC(=O)c3ccc(N4CCCC4)c([N+](=O)[O-])c3)[nH]c(=O)c2c1C"
}